No. 1
Here is a cluster of 3 separate species, C20H23F5O9S in total from the Open Molecules 2025 dataset. Energies are from the ωB97M-V functional and the def2-TZVPD basis.

Calculated values
Structure (SMILES): O=S1(=O)OCCC[C@H]1C(F)(F)c1cccc(C(F)(F)F)c1.C[C@@H]1COC(=O)O1.C[C@@H]1COC(=O)O1
Maximum force in Eh/bohr: 0.1024
HOMO energy in eV: -9.6
DFT total energy in eV: -63962.0508
Total charge: 0
Orbital gap in eV: 9.99
Lowest unoccupied orbital energy in eV: 0.4

```
58
C20H23F5O9S (the ωB97M-V functional and the def2-TZVPD basis)
O 3.18 -1.50 -0.06
S 1.80 -1.06 -0.30
O 1.62 -0.94 -1.74
O 0.84 -2.15 0.44
C -0.56 -1.77 0.45
C -0.87 -0.30 0.00
C 0.02 0.81 0.69
C 1.59 0.55 0.58
C 2.33 0.61 1.96
F 1.71 1.49 2.87
F 2.27 -0.67 2.53
C 3.83 1.02 1.91
C 4.51 1.63 0.78
C 5.93 1.99 0.92
C 6.69 1.77 2.16
C 6.00 1.15 3.29
C 6.66 0.87 4.68
F 5.80 1.38 5.64
F 7.88 1.47 4.77
F 6.75 -0.48 4.95
C 4.60 0.79 3.14
H -0.93 -1.88 1.51
H -1.16 -2.50 -0.16
H -1.93 -0.09 0.31
H -0.87 -0.17 -1.12
H -0.36 0.93 1.74
H -0.18 1.78 0.17
H 2.01 1.33 -0.12
H 3.97 1.84 -0.17
H 6.45 2.48 0.07
H 7.76 2.06 2.28
H 4.08 0.32 4.02
C -2.50 4.65 -3.66
C -2.07 3.64 -2.62
C -3.09 2.57 -2.36
O -2.82 2.22 -1.00
C -2.28 3.32 -0.41
O -2.13 3.45 0.77
O -1.94 4.26 -1.33
H -1.71 5.38 -3.84
H -2.75 4.17 -4.60
H -3.37 5.22 -3.31
H -1.10 3.22 -2.89
H -2.96 1.71 -3.01
H -4.12 2.92 -2.43
C -4.05 -6.09 -0.80
C -4.30 -4.60 -0.86
C -5.61 -4.23 -1.50
O -5.33 -2.95 -2.05
C -3.99 -2.91 -2.31
O -3.45 -2.07 -2.96
O -3.35 -3.96 -1.73
H -3.11 -6.30 -0.29
H -4.86 -6.60 -0.27
H -3.96 -6.51 -1.80
H -4.20 -4.16 0.13
H -6.42 -4.17 -0.78
H -5.90 -4.90 -2.31
```

natural (NBO) population analysis, charges in e, atoms 1 to 5: -0.926 2.309 -0.903 -0.662 -0.093

---

No. 2
Here is a structure of composition C18H41GdN2OP3S from the Open Molecules 2025 dataset. Energies are from the ωB97M-V functional and the def2-TZVPD basis.

Calculated values
Maximum force in Eh/bohr: 0.1379
2S+1: 8
HOMO energy (spin up / spin down) in eV: -13.9 / -13.9
DFT total energy in eV: -83863.7730
Total charge: +3
Orbital gap (spin up / spin down) in eV: 4.03 / 3.10
Lowest unoccupied orbital energy (spin up / spin down) in eV: -9.9 / -10.8

```
67
C18H41GdN2OP3S (the ωB97M-V functional and the def2-TZVPD basis)
Gd -0.27 -0.10 1.04
P 1.86 1.13 2.76
P -1.10 2.14 -0.06
P 1.66 -0.56 -0.67
H -1.81 -2.19 1.40
C -0.76 -2.41 1.09
C 0.25 -2.37 2.02
H 0.05 -2.36 3.10
C 1.62 1.58 4.51
C 2.55 2.70 2.08
C 3.25 -0.07 2.83
C -2.36 1.39 -1.12
C -1.78 3.32 1.09
C 0.18 2.91 -1.05
C 2.42 -2.18 -0.43
C 2.96 0.63 -0.97
C 0.59 -0.71 -2.14
H -0.58 -2.53 0.01
H 1.32 -2.50 1.80
H 1.15 0.70 5.15
H 0.85 2.38 4.51
H 2.59 1.86 4.95
H 1.74 3.46 2.13
H 2.93 2.57 1.04
H 3.36 2.92 2.79
H 2.92 -1.00 3.31
H 3.99 0.45 3.46
H 3.67 -0.28 1.83
H -2.69 2.32 -1.60
H -3.14 0.91 -0.50
H -1.92 0.66 -1.83
H -2.13 4.02 0.31
H -0.97 3.69 1.74
H -2.59 2.83 1.68
H -0.47 3.69 -1.47
H 0.58 2.22 -1.81
H 0.97 3.30 -0.39
H 2.96 -2.28 -1.38
H 1.64 -2.96 -0.30
H 3.07 -2.15 0.46
H 3.36 0.22 -1.91
H 3.67 0.60 -0.13
H 2.53 1.65 -1.10
H 1.30 -1.11 -2.87
H 0.17 0.26 -2.45
H -0.24 -1.43 -1.97
C -2.58 -0.86 -5.75
C -3.71 -1.38 -6.42
C -3.91 -2.76 -6.41
C -2.99 -3.61 -5.77
C -1.87 -3.08 -5.12
C -1.66 -1.70 -5.10
O -2.32 0.48 -5.68
H -3.02 0.95 -6.17
H -4.41 -0.70 -6.91
H -4.78 -3.18 -6.92
H -3.16 -4.69 -5.77
H -1.16 -3.73 -4.61
H -0.79 -1.25 -4.62
N -1.00 0.76 5.82
C -0.03 -0.04 5.24
N 0.20 -1.30 5.80
S -0.44 -0.05 3.43
H -1.28 0.74 6.81
H -1.37 1.47 5.19
H 0.79 -1.92 5.25
H 0.08 -1.48 6.81
```

Mulliken population analysis, charges in e, atoms 1 to 5: -0.045 0.907 0.648 0.851 0.503

---

No. 3
Here is a structure of composition C3H3FN2O from the Open Molecules 2025 dataset. Energies are from the ωB97M-V functional and the def2-TZVPD basis.

Calculated values
Maximum force in Eh/bohr: 0.1453
HOMO energy (spin up / spin down) in eV: -9.8 / -9.8
DFT total energy in eV: -10897.7412
Total charge: 0
Orbital gap (spin up / spin down) in eV: 8.75 / 9.13
Lowest unoccupied orbital energy (spin up / spin down) in eV: -1.0 / -0.7

```
10
C3H3FN2O (the ωB97M-V functional and the def2-TZVPD basis)
C 0.15 -0.88 -0.51
C 1.01 0.11 -0.96
C -0.26 0.80 0.56
N -0.63 -0.40 0.53
N -0.58 2.04 2.56
O 0.78 1.20 -0.14
F 0.34 1.40 3.35
H -0.03 -1.83 -1.00
H 1.75 0.01 -1.57
H -1.47 1.50 2.54
```

natural (NBO) population analysis, charges in e, atoms 1 to 5: -0.101 0.044 0.604 -0.522 -0.095

---

No. 4
Here is a cluster of 2 separate species, C5H8N2 in total from the Open Molecules 2025 dataset. Energies are from the ωB97M-V functional and the def2-TZVPD basis.

Calculated values
Maximum force in Eh/bohr: 0.0883
HOMO energy (spin up / spin down) in eV: -8.7 / -7.9
DFT total energy in eV: -8289.0539
Total charge: 0
Orbital gap (spin up / spin down) in eV: 8.10 / 8.13
Lowest unoccupied orbital energy (spin up / spin down) in eV: -0.6 / 0.3

```
15
C5H8N2 (the ωB97M-V functional and the def2-TZVPD basis)
C -1.79 1.27 -0.47
C 1.40 1.75 0.65
C 1.81 0.40 0.06
C -1.63 -2.04 0.16
C -0.58 0.62 -0.57
N -2.84 1.83 -0.33
N 0.46 0.76 0.30
H 1.52 1.99 1.67
H 1.49 2.55 -0.11
H 2.21 0.62 -0.90
H 2.38 -0.33 0.52
H -0.67 -2.25 0.46
H -1.70 -1.91 -0.89
H -2.53 -2.10 0.77
H -0.35 0.20 -1.49
```

natural (NBO) population analysis, charges in e, atoms 1 to 5: 0.188 -0.202 -0.234 -0.492 -0.076

---

No. 5
Here is a structure of composition C16H14Cl4N3O3PtS3 from the Open Molecules 2025 dataset. Energies are from the ωB97M-V functional and the def2-TZVPD basis.

Calculated values
Maximum force in Eh/bohr: 0.0788
HOMO energy (spin up / spin down) in eV: -10.2 / -10.2
DFT total energy in eV: -113263.7171
Total charge: +1
Orbital gap (spin up / spin down) in eV: 4.40 / 4.39
Lowest unoccupied orbital energy (spin up / spin down) in eV: -5.8 / -5.8

```
44
C16H14Cl4N3O3PtS3 (the ωB97M-V functional and the def2-TZVPD basis)
Pt -0.10 -0.72 -0.29
C 1.95 0.16 -5.17
S 0.88 1.41 -4.41
C 0.21 0.56 -3.06
S 0.94 -0.94 -2.51
N -0.89 1.02 -2.56
N -1.40 0.45 -1.51
C -2.68 0.36 -1.28
C -3.10 -0.51 -0.23
C -4.41 -0.54 0.28
C -4.76 -1.50 1.20
C -3.80 -2.44 1.59
C -2.52 -2.34 1.07
N -2.17 -1.40 0.19
H 2.09 0.48 -6.20
H 2.90 0.11 -4.66
H 1.46 -0.81 -5.15
H -3.41 0.82 -1.95
H -5.12 0.19 -0.07
H -5.76 -1.55 1.60
H -4.05 -3.25 2.26
H -1.76 -3.06 1.31
Cl 5.40 2.83 2.32
C 4.31 1.59 1.90
C 4.39 0.34 2.54
Cl 5.57 0.08 3.74
C 3.51 -0.68 2.20
Cl 3.64 -2.21 2.94
C 2.48 -0.50 1.25
O 1.64 -1.40 0.97
C 2.37 0.83 0.59
O 1.45 1.04 -0.23
C 3.33 1.82 0.94
Cl 3.22 3.33 0.16
C -1.68 0.42 3.33
S -0.21 -0.30 2.50
C 0.00 -1.73 3.62
O 0.88 0.63 2.80
H -1.49 0.50 4.39
H -2.55 -0.20 3.13
H -1.82 1.42 2.92
H -0.95 -2.24 3.73
H 0.36 -1.36 4.58
H 0.74 -2.39 3.19
```

natural (NBO) population analysis, charges in e, atoms 1 to 5: 0.886 -0.745 0.377 -0.055 -0.197

---

No. 6
Here is a structure of composition C38H79N4O6 from the Open Molecules 2025 dataset. Energies are from the ωB97M-V functional and the def2-TZVPD basis.

Calculated values
Maximum force in Eh/bohr: 0.2348
HOMO energy in eV: -2.8
DFT total energy in eV: -58901.4835
Total charge: -1
Orbital gap in eV: 5.25
Lowest unoccupied orbital energy in eV: 2.5

```
127
C38H79N4O6 (the ωB97M-V functional and the def2-TZVPD basis)
C 9.73 -3.64 10.80
C 10.02 -2.28 10.15
O 10.39 -1.34 10.81
O 10.41 -2.33 8.93
H 10.61 -4.13 11.20
H 9.41 -4.35 10.04
H 8.95 -3.45 11.54
C 8.75 -2.83 13.13
C 9.52 -1.97 14.14
C 10.06 -2.87 15.30
C 11.33 -3.54 14.90
C 12.34 -2.54 14.57
C 11.94 -1.57 13.39
N 10.54 -1.09 13.57
O 10.04 -0.36 12.55
C 12.88 -0.40 13.57
C 12.22 -2.19 12.07
C 8.44 -1.06 14.74
H 9.34 -3.55 12.57
H 8.14 -2.25 12.44
H 7.98 -3.41 13.65
H 10.18 -2.22 16.17
H 9.34 -3.64 15.58
H 11.42 -4.26 14.08
H 11.72 -4.13 15.74
H 13.28 -3.04 14.32
H 12.77 -2.05 15.44
H 13.93 -0.71 13.66
H 12.96 0.27 12.71
H 12.62 0.19 14.46
H 13.25 -2.49 11.90
H 11.61 -3.07 11.89
H 12.06 -1.55 11.20
H 8.72 -0.25 15.42
H 7.72 -1.62 15.34
H 7.83 -0.55 14.00
H 9.83 -1.10 11.97
C 9.54 0.56 5.50
C 8.41 0.78 6.51
C 7.11 0.57 5.65
C 5.96 -0.08 6.33
C 6.45 -1.30 7.27
C 7.45 -0.91 8.28
N 8.60 -0.35 7.52
O 9.72 -0.10 8.33
C 6.75 0.04 9.20
C 7.94 -2.15 9.07
C 8.58 2.23 7.16
H 9.52 -0.39 4.97
H 10.55 0.66 5.89
H 9.40 1.36 4.77
H 6.81 1.51 5.18
H 7.35 -0.06 4.80
H 5.30 -0.49 5.56
H 5.31 0.61 6.87
H 6.76 -2.16 6.67
H 5.58 -1.68 7.80
H 5.98 -0.59 9.64
H 7.43 0.34 9.99
H 6.43 1.00 8.77
H 8.42 -2.90 8.44
H 8.50 -1.93 9.98
H 7.18 -2.81 9.50
H 8.19 3.05 6.56
H 9.56 2.67 7.35
H 7.99 2.19 8.07
H 9.55 0.82 8.55
C 6.84 -6.16 10.25
C 7.81 -6.04 9.15
C 9.21 -6.34 9.82
C 10.35 -6.50 8.85
C 10.04 -7.68 7.87
C 8.75 -7.34 7.05
N 7.61 -6.99 8.01
O 6.38 -6.77 7.49
C 8.96 -6.32 5.89
C 8.32 -8.65 6.38
C 7.77 -4.56 8.72
H 7.00 -5.52 11.12
H 6.98 -7.17 10.65
H 5.82 -6.11 9.88
H 9.53 -5.45 10.36
H 9.16 -7.19 10.49
H 11.32 -6.81 9.26
H 10.51 -5.53 8.38
H 9.89 -8.51 8.56
H 10.89 -7.88 7.22
H 9.62 -6.72 5.12
H 7.96 -6.13 5.50
H 9.33 -5.34 6.19
H 8.05 -9.49 7.02
H 7.40 -8.69 5.79
H 9.13 -8.96 5.73
H 7.84 -3.77 9.46
H 6.82 -4.48 8.18
H 8.45 -4.26 7.92
H 6.00 -7.63 7.65
C 13.38 -3.54 9.13
C 12.89 -3.56 7.65
C 11.95 -4.80 7.57
C 11.12 -4.83 6.26
C 10.22 -3.63 6.24
C 11.04 -2.31 6.34
N 12.08 -2.30 7.45
O 12.79 -1.12 7.47
C 11.62 -1.94 4.98
C 10.01 -1.14 6.58
C 14.13 -3.64 6.77
H 13.76 -4.49 9.51
H 12.53 -3.27 9.77
H 14.21 -2.83 9.21
H 12.51 -5.73 7.53
H 11.26 -4.86 8.42
H 10.47 -5.70 6.38
H 11.61 -5.10 5.33
H 9.51 -3.77 7.06
H 9.65 -3.63 5.31
H 12.02 -0.93 4.87
H 12.46 -2.62 4.82
H 11.08 -2.20 4.07
H 9.28 -1.19 5.78
H 9.46 -1.33 7.51
H 10.34 -0.10 6.65
H 13.94 -4.00 5.76
H 14.87 -4.31 7.21
H 14.65 -2.72 6.52
H 12.85 -0.77 6.57
```

Mulliken population analysis, charges in e, atoms 1 to 5: -1.820 1.246 -0.753 1.537 1.654

---

No. 7
Here is a structure of composition C29H48Cl2MnN3O4SeSi from the Open Molecules 2025 dataset. Energies are from the ωB97M-V functional and the def2-TZVPD basis.

Calculated values
Maximum force in Eh/bohr: 0.0496
2S+1: 6
HOMO energy (spin up / spin down) in eV: -2.4 / -2.4
DFT total energy in eV: -173101.5118
Total charge: -1
Orbital gap (spin up / spin down) in eV: 4.65 / 4.62
Lowest unoccupied orbital energy (spin up / spin down) in eV: 2.2 / 2.2

```
89
C29H48Cl2MnN3O4SeSi (the ωB97M-V functional and the def2-TZVPD basis)
C -2.27 -0.18 -5.91
C -1.33 -0.83 -4.91
H -1.71 0.16 -6.79
H -2.81 0.67 -5.47
H -3.01 -0.92 -6.25
C -0.43 -1.82 -5.26
C -0.55 -2.72 -6.41
H 0.48 -1.93 -4.68
H -0.14 -2.27 -7.33
H -1.58 -3.02 -6.66
H 0.04 -3.62 -6.26
Mn 0.46 1.18 1.08
Cl -1.92 1.53 1.36
C -0.16 -1.51 1.95
O 0.78 -0.68 1.91
N 0.04 -2.79 2.22
C 1.40 -3.33 2.21
C -1.00 -3.76 2.55
H -1.21 -1.18 1.74
H 2.09 -2.49 2.13
H 1.54 -4.00 1.37
H 1.56 -3.86 3.15
H -1.96 -3.25 2.67
H -0.72 -4.26 3.49
H -1.10 -4.51 1.74
H 1.26 2.84 5.09
H -1.73 3.98 5.11
C 1.27 3.84 4.62
C -1.12 4.69 4.53
N 0.02 4.05 3.88
H 2.11 3.89 3.92
C -0.10 3.46 2.71
O 0.83 2.70 2.28
H -1.77 5.14 3.77
H -1.04 3.66 2.14
H 1.34 4.61 5.39
H -0.78 5.47 5.21
H 2.06 0.79 -3.60
H 2.77 -2.02 -3.68
C 3.05 0.65 -3.13
C 3.45 -1.75 -2.86
N 3.03 -0.50 -2.24
H 3.33 1.55 -2.58
C 2.86 -0.39 -0.90
O 2.62 0.67 -0.29
H 3.43 -2.55 -2.11
H 2.96 -1.36 -0.38
H 3.76 0.46 -3.93
H 4.46 -1.65 -3.28
O -0.83 0.18 -3.77
C -1.84 -0.73 -3.45
C -0.09 -2.06 -2.33
C -1.45 -1.81 -2.53
H 0.65 -1.37 -2.75
C 0.34 -3.15 -1.58
H -2.81 -0.24 -3.32
C -2.39 -2.58 -1.81
H 1.40 -3.33 -1.46
C -0.59 -4.02 -1.01
C -1.95 -3.67 -1.06
H -3.45 -2.28 -1.83
H -0.27 -4.90 -0.46
H -2.68 -4.28 -0.52
Si -0.30 2.30 -2.85
Cl -0.22 0.44 -0.89
C 1.28 3.08 -2.16
C -1.71 3.15 -1.96
C -0.30 2.31 -4.68
H 1.79 2.54 -1.35
H 0.98 4.06 -1.78
H 1.99 3.23 -2.99
H 0.55 1.72 -5.07
H -0.17 3.35 -5.00
H -1.25 1.96 -5.12
H -1.39 3.34 -0.93
H -2.61 2.52 -1.95
H -1.90 4.11 -2.47
Se -3.69 -1.03 2.15
C -3.41 -0.10 3.69
C -4.51 0.67 4.18
C -4.35 1.52 5.26
C -3.10 1.62 5.91
C -2.03 0.84 5.47
C -2.19 -0.03 4.41
H -5.45 0.60 3.66
H -5.20 2.11 5.61
H -2.98 2.30 6.76
H -1.07 0.93 5.99
H -1.37 -0.66 4.07
```

Mulliken population analysis, charges in e, atoms 1 to 5: -2.212 1.282 0.309 0.503 0.398

---

No. 8
Here is a structure of composition C4H9O3Rb from the Open Molecules 2025 dataset. Energies are from the ωB97M-V functional and the def2-TZVPD basis.

Calculated values
Maximum force in Eh/bohr: 0.1129
HOMO energy in eV: -6.4
DFT total energy in eV: -11087.9868
Total charge: 0
Orbital gap in eV: 5.78
Lowest unoccupied orbital energy in eV: -0.6

```
17
C4H9O3Rb (the ωB97M-V functional and the def2-TZVPD basis)
H 1.34 -1.53 1.03
C -3.13 0.81 0.62
O -2.15 -0.14 0.20
C -1.71 -1.03 1.16
C -1.00 -2.12 0.70
H -3.31 1.47 -0.24
H -4.04 0.29 0.93
H -2.75 1.43 1.45
H -2.42 -1.15 1.99
H 0.25 0.10 1.64
H -0.72 -2.14 -0.36
H -0.90 -2.96 1.38
O 1.20 0.56 1.17
C 2.08 -0.48 0.72
O 2.32 -0.35 -0.57
Rb 0.15 1.07 -1.73
H 3.00 -0.34 1.32
```

natural (NBO) population analysis, charges in e, atoms 1 to 5: -0.001 -0.251 -0.564 0.035 -0.406

---

No. 9
Here is a cluster of 2 separate species, C13H11FO in total from the Open Molecules 2025 dataset. Energies are from the ωB97M-V functional and the def2-TZVPD basis.

Calculated values
Maximum force in Eh/bohr: 0.1121
HOMO energy (spin up / spin down) in eV: -8.7 / -6.9
DFT total energy in eV: -18419.9067
Total charge: 0
Orbital gap (spin up / spin down) in eV: 8.58 / 6.60
Lowest unoccupied orbital energy (spin up / spin down) in eV: -0.1 / -0.3

```
26
C13H11FO (the ωB97M-V functional and the def2-TZVPD basis)
C -1.05 -3.37 -0.68
C -0.83 3.48 1.01
C -0.45 -2.76 -1.80
C -0.61 -3.11 0.58
C 0.54 3.73 0.76
C -1.44 2.23 1.00
C 0.60 -1.89 -1.61
C 0.46 -2.31 0.81
C 1.30 2.58 0.44
C -0.57 1.14 0.75
C 1.12 -1.68 -0.28
C 0.72 1.36 0.50
C 2.29 -0.97 -0.01
O 2.98 -0.40 -0.96
F 2.93 -1.09 1.22
H -1.98 -3.98 -0.81
H -1.55 4.26 1.37
H -0.87 -2.90 -2.76
H -1.07 -3.73 1.37
H 0.88 4.66 0.61
H -2.50 2.10 1.17
H 1.01 -1.30 -2.39
H 0.87 -2.20 1.87
H 2.32 2.78 0.10
H -0.89 0.09 0.60
H 3.27 0.50 -0.70
```

natural (NBO) population analysis, charges in e, atoms 1 to 5: -0.212 -0.215 -0.210 -0.232 -0.203

---

No. 10
Here is a cluster of 2 separate species, C5H16NO in total from the Open Molecules 2025 dataset. Energies are from the ωB97M-V functional and the def2-TZVPD basis.

Calculated values
Maximum force in Eh/bohr: 0.0351
HOMO energy in eV: -15.0
DFT total energy in eV: -8975.9380
Total charge: +1
Orbital gap in eV: 11.76
Lowest unoccupied orbital energy in eV: -3.3

```
23
C5H16NO (the ωB97M-V functional and the def2-TZVPD basis)
C -0.52 -0.87 -0.56
C -0.80 0.58 -0.18
C -1.53 1.25 -1.37
C 0.44 1.41 0.21
C 0.00 2.73 0.87
N 0.55 -1.51 0.31
H -1.41 -1.48 -0.40
H -0.22 -1.05 -1.59
H -1.45 0.61 0.67
H -1.98 0.57 -2.09
H -0.82 1.84 -1.96
H -2.27 1.95 -1.00
H 0.97 1.67 -0.71
H 1.04 0.88 0.95
H -0.90 2.61 1.47
H -0.20 3.51 0.15
H 0.73 3.06 1.59
H 0.81 -2.43 -0.04
H 0.35 -1.46 1.31
H 1.40 -0.96 0.19
H 1.43 -4.83 1.01
H 2.58 -4.14 0.31
O 1.82 -3.96 0.88
```

natural (NBO) population analysis, charges in e, atoms 1 to 5: -0.209 -0.249 -0.613 -0.407 -0.611

---

Question: Which formula does entry 10 have?
Answer: C5H16NO